(1)
The following is a DFT calculation (ωB97M-V/def2-TZVPD) of C3H6N4O in the gas phase in a non-equilibrium geometry.

```
14
Properties=species:S:1:pos:R:3:mulliken_charge:R:1
N -0.973 1.420 -1.759 -0.634
N 0.388 -0.496 0.767 0.155
H 1.371 -1.417 2.335 0.305
H 1.736 -2.032 0.708 0.303
H -0.228 1.274 -2.491 0.274
H -0.597 0.339 2.491 0.400
O 1.360 -0.213 -1.209 -0.390
H 0.013 -2.523 1.654 0.259
H 1.514 0.676 -0.975 0.337
C 0.900 -1.724 1.378 -0.788
C -0.523 0.319 1.421 0.037
N -1.285 0.922 0.615 -0.545
C -0.782 0.639 -0.707 0.379
N 0.118 -0.419 -0.565 -0.090
```

Computed properties:
ΔE to the lowest compared entry with this formula, charge and spin	4.3605	eV
molecular weight	114.1	g mol⁻¹
Kohn-Sham gap	9.262	eV
SMILES string	[H]/N=c1/ncn(C)n1O
HOMO level	-0.324	hartree
max |F|	3.7	eV/A
total energy	-11212.4160	eV



(2)
The following is a DFT calculation (ωB97M-V/def2-TZVPD) of C3H6N4O in the gas phase in a non-equilibrium geometry.

```
14
Properties=species:S:1:pos:R:3:mulliken_charge:R:1
N -2.666 -0.144 -0.139 -0.393
H -0.946 2.252 -0.054 0.345
H -3.332 0.514 -0.441 0.224
H 2.496 -1.630 0.415 0.275
O 1.775 1.421 -0.067 -0.598
C -1.362 0.105 -0.086 0.525
H 2.412 -0.466 -0.704 0.301
N 1.865 -1.324 -0.367 -0.625
H -2.926 -1.138 -0.176 0.246
C -0.642 1.227 0.136 -0.857
H -0.839 -1.451 0.922 0.285
N 0.797 -0.587 0.408 0.199
C 0.768 0.801 0.075 0.549
N -0.518 -1.123 0.073 -0.477
```

Computed properties:
ΔE to the lowest compared entry with this formula, charge and spin	2.5773	eV
molecular weight	114.1	g mol⁻¹
Kohn-Sham gap	9.651	eV
SMILES string	Nc1cc(=O)n(N)[nH]1
HOMO level	-0.330	hartree
max |F|	3.7	eV/A
total energy	-11214.1993	eV



(3)
The following is a DFT calculation (ωB97M-V/def2-TZVPD) of a molecular structure, C3H6N4O in a non-equilibrium geometry.

```
14
Properties=species:S:1:pos:R:3:mulliken_charge:R:1
H 1.536 2.055 -0.323 0.446
N -2.347 0.576 0.211 -0.556
H 2.068 -1.593 -0.302 0.307
H -0.640 -1.405 -0.225 0.307
N -0.340 -0.457 -0.514 -0.283
C -1.132 0.571 -0.064 0.422
C 0.741 1.368 -0.232 0.011
H -3.649 -0.645 0.422 0.333
H 1.521 -0.836 1.279 0.345
N 0.963 0.064 -0.472 0.041
H 2.927 -0.247 0.223 0.336
N -0.484 1.763 -0.026 -0.470
O -3.048 -0.500 -0.241 -0.348
C 1.885 -0.712 0.263 -0.893
```

Computed properties:
ΔE to the lowest compared entry with this formula, charge and spin	4.4129	eV
molecular weight	114.1	g mol⁻¹
Kohn-Sham gap	8.170	eV
HOMO level	-0.280	hartree
max |F|	3.6	eV/A
total energy	-11212.3637	eV



(4)
The following is a DFT calculation (ωB97M-V/def2-TZVPD) of C3H6N4O in the gas phase in a non-equilibrium geometry.

```
14
Properties=species:S:1:pos:R:3:mulliken_charge:R:1
C -0.109 -0.852 1.669 0.222
N 0.933 -1.630 -0.636 -0.554
H -0.712 2.726 -0.910 0.182
O 0.630 0.069 2.042 -0.498
C -0.201 0.551 -0.631 0.571
H 1.175 -0.015 -1.902 0.293
N -0.168 1.952 -1.107 -0.519
H -1.036 -1.270 2.254 0.253
H 0.813 2.343 -1.372 0.208
C 0.405 -1.842 0.602 -0.192
H -1.796 0.907 0.274 0.216
N -1.232 0.141 -0.005 -0.627
H 0.363 -2.832 0.671 0.517
N 0.935 -0.249 -0.949 -0.073
```

Computed properties:
ΔE to the lowest compared entry with this formula, charge and spin	3.9003	eV
molecular weight	114.1	g mol⁻¹
Kohn-Sham gap	9.557	eV
SMILES string	[H]/N=C(\N)N/N=C\C=O
HOMO level	-0.340	hartree
max |F|	6.7	eV/A
total energy	-11212.8763	eV



(5)
The following is a DFT calculation (ωB97M-V/def2-TZVPD) of C3H6N4S in the gas phase in a non-equilibrium geometry.

```
14
Properties=species:S:1:pos:R:3:mulliken_charge:R:1
N -3.069 -0.838 0.411 -0.392
N 2.364 -0.654 -0.556 -0.614
S -4.295 0.093 -0.390 -0.137
H -3.379 0.946 -1.233 0.140
H 2.713 1.005 0.938 0.344
N 0.935 -0.574 -0.461 0.163
C 0.317 0.495 0.024 0.002
C -1.789 -0.397 0.671 0.016
H -1.298 -1.073 1.353 0.409
H 0.540 -1.340 -0.841 0.214
H 4.100 -0.049 -0.018 0.247
C 2.962 0.309 0.130 -0.333
N -0.956 0.665 0.232 -0.521
H 0.854 1.411 -0.258 0.462
```

Computed properties:
ΔE to the lowest compared entry with this formula, charge and spin	5.1493	eV
molecular weight	130.2	g mol⁻¹
Kohn-Sham gap	7.724	eV
SMILES string	C=NN/C=N\C=N/S
HOMO level	-0.302	hartree
max |F|	6.3	eV/A
total energy	-19999.1869	eV



(6)
The following is a DFT calculation (ωB97M-V/def2-TZVPD) of C3H6N4S in the gas phase in a non-equilibrium geometry.

```
14
Properties=species:S:1:pos:R:3:mulliken_charge:R:1
N 0.299 -0.696 -1.527 -0.549
S -0.282 -3.275 2.638 -0.244
H 0.723 -0.097 -2.318 0.303
C -0.372 -0.083 0.761 0.044
H -0.197 -0.931 3.296 0.218
N 0.152 1.821 -2.287 -0.671
H 0.704 -1.597 -1.092 0.258
C 0.146 1.664 -0.999 0.048
H 0.007 2.750 -2.560 0.223
H 0.189 2.283 -0.166 0.352
C -0.464 -1.723 2.405 -0.033
H -0.682 0.847 1.321 0.214
N -0.375 -1.311 1.075 -0.350
N 0.151 0.349 -0.548 0.187
```

Computed properties:
ΔE to the lowest compared entry with this formula, charge and spin	3.9016	eV
molecular weight	130.2	g mol⁻¹
Kohn-Sham gap	7.876	eV
SMILES string	[H]/N=C/N(N)/C=N/C=S
HOMO level	-0.312	hartree
max |F|	4.0	eV/A
total energy	-20000.4345	eV



(7)
The following is a DFT calculation (ωB97M-V/def2-TZVPD) of C3H6N4Si in the gas phase in a non-equilibrium geometry.

```
14
Properties=species:S:1:pos:R:3:mulliken_charge:R:1
C -0.130 0.452 0.111 0.490
H 3.267 0.817 1.087 -0.109
H 2.743 -1.108 -0.143 -0.160
N -2.561 0.801 0.062 -0.535
N 0.977 0.966 0.329 -0.444
C -1.785 -1.301 0.053 -0.298
H -1.950 -2.324 0.191 0.419
H 2.517 0.902 -1.272 -0.088
H 0.155 -1.658 -0.304 0.326
C -0.507 -0.916 -0.051 -0.211
H -1.171 2.313 -0.155 0.327
Si 2.569 0.288 0.010 0.411
N -2.819 -0.477 0.087 -0.365
N -1.307 1.245 -0.006 0.236
```

Computed properties:
ΔE to the lowest compared entry with this formula, charge and spin	0.6110	eV
molecular weight	126.2	g mol⁻¹
Kohn-Sham gap	8.781	eV
SMILES string	[SiH3]/N=c1\ccnn[nH]1
HOMO level	-0.326	hartree
max |F|	3.5	eV/A
total energy	-17043.2680	eV



(8)
The following is a DFT calculation (ωB97M-V/def2-TZVPD) of 2 unconnected molecules or ions with the total composition C3H6NO in a non-equilibrium geometry.

```
11
Properties=species:S:1:pos:R:3:mulliken_charge:R:1
O 0.177 1.699 2.030 -0.226
H -1.734 -0.830 -0.686 0.248
H 1.614 1.974 0.459 0.355
H 0.435 -1.622 -1.483 0.302
H -0.260 0.873 -1.350 0.345
H 0.992 -1.296 0.220 0.284
C 0.251 -1.123 -0.526 -0.327
H -1.114 -0.917 0.898 0.304
C 0.745 1.643 1.043 0.275
N -1.016 -0.702 -0.088 -0.089
C -0.090 0.301 -0.517 -0.472
```

Computed properties:
ΔE to the lowest compared entry with this formula, charge and spin	3.3392	eV
total charge	+1
molecular weight	72.1	g mol⁻¹
Kohn-Sham gap	10.067	eV
HOMO level	-0.515	hartree
max |F|	5.1	eV/A
total energy	-6734.6378	eV